A molecular structure, C23H41BBeBrCl3F6N4Na2O7, computed with ωB97M-V/def2-TZVPD.

The LUMO energy is -4.16 eV. As for the HOMO energy: -5.69 eV.

Last column: Löwdin charge in e.
Cartesian coordinates (Å):
O 2.3905 -1.3924 6.1006  0.121
N 2.3022 -1.8359 5.0218  0.010
O 3.6042 -2.1859 4.6345  -0.065
C 3.7861 -2.1026 3.2534  -0.169
C 4.3745 -3.2881 2.6074  -0.509
Br 4.8262 -4.8932 3.6151  0.803
N 4.6434 -3.3039 1.2496  0.002
C 4.3850 -2.2348 0.4045  0.027
C 3.7511 -1.0170 0.9666  -0.050
C 3.4731 0.1575 -0.0528  -0.097
C 4.9197 0.6432 -0.5362  -0.199
O 5.8875 0.4526 0.5553  -0.151
C 3.4504 -0.9429 2.4016  0.056
C 2.8233 0.3391 3.0290  -0.421
O 1.7003 0.3874 3.4645  0.097
O 3.5635 1.5086 3.0843  0.038
H 5.0806 -4.1792 0.8256  0.000
H 4.6467 -2.3035 -0.6871  0.100
H 2.8589 -0.2290 -0.9179  0.137
H 2.9995 1.0428 0.4533  0.071
H 5.2580 -0.0126 -1.3817  0.123
H 4.9284 1.7340 -0.7636  0.069
H 6.5801 -0.1455 0.2246  0.087
H 4.5117 1.2855 3.2038  0.117
F 3.0773 2.8277 -0.3139  -0.585
C -1.2510 -1.0828 -2.5969  0.014
C -1.5103 0.2096 -1.7968  -0.434
C -3.0042 0.2785 -1.4111  -0.161
C -3.4531 -0.7156 -0.3424  -0.127
C -2.3362 -1.1123 0.6201  -0.154
C -1.1747 -0.1010 0.7287  -0.444
N -0.6307 0.1172 -0.6167  -0.029
O 0.3586 0.9183 -0.6311  0.133
C -0.0909 -0.7717 1.6058  -0.005
C -1.6522 1.1686 1.4506  0.040
C -1.2494 1.3987 -2.7447  -0.025
H -0.2122 -1.1444 -2.9136  0.089
H -1.8715 -1.1204 -3.4959  0.104
H -1.4677 -1.9822 -2.0114  0.085
H -3.2372 1.2816 -1.0513  0.055
H -3.6342 0.1374 -2.3066  0.134
H -4.2870 -0.2793 0.2162  0.110
H -3.8530 -1.6156 -0.8153  0.128
H -2.7707 -1.3003 1.6046  0.050
H -1.9341 -2.0801 0.2903  0.126
H 0.3236 -1.6595 1.1149  0.109
H -0.5058 -1.0935 2.5689  0.075
H 0.7311 -0.0931 1.8241  0.059
H -2.0338 0.9183 2.4452  0.104
H -2.4531 1.6874 0.9210  0.088
H -0.8378 1.8810 1.5922  0.114
H -1.9154 1.3432 -3.6124  0.101
H -0.2311 1.3988 -3.1315  0.108
H -1.4296 2.3768 -2.2544  0.037
Na -2.4645 -2.5151 2.8420  0.821
C -5.0697 4.9777 -0.3803  -0.056
C -6.4266 5.2244 0.2780  -0.404
C -6.7433 4.2500 1.4310  -0.345
O -7.1326 2.9359 1.0035  -0.167
C -6.0710 2.1010 0.6575  -0.145
N -7.4699 5.1974 -0.7578  0.034
H -5.0841 4.1203 -1.0588  0.027
H -4.7673 5.8416 -0.9750  0.088
H -4.2951 4.8068 0.3715  0.086
H -6.3974 6.2321 0.7036  0.145
H -7.6030 4.6437 1.9852  -0.053
H -5.9202 4.1932 2.1463  0.058
H -5.1847 2.2817 1.2774  0.097
H -5.8245 2.2218 -0.4073  0.041
H -6.3921 1.0650 0.8023  0.087
H -8.3544 5.4676 -0.3346  0.077
H -7.6142 4.2222 -1.0156  0.058
Cl -7.5389 4.6094 4.0415  -0.452
Be 4.5966 3.5055 1.1157  0.537
F -1.5327 4.1463 -2.5997  -0.694
B 2.8038 -2.9288 -3.0402  -1.203
F 2.3277 -3.2427 -1.7270  0.045
F 3.9586 -2.0921 -2.9303  0.055
F 3.1527 -4.1236 -3.7151  0.079
F 1.7966 -2.2509 -3.7642  0.086
Cl 5.2476 -7.5352 -2.4179  0.554
C 6.1360 -6.1400 -3.0770  -0.641
C 6.8666 -5.3727 -1.9994  -0.568
Cl 5.7370 -4.5293 -0.9035  0.754
H 5.4252 -5.5062 -3.6096  0.068
H 6.8528 -6.5319 -3.7991  0.079
H 7.4994 -4.6079 -2.4499  0.085
H 7.4988 -6.0248 -1.3978  0.075
Na -4.2219 2.0821 -1.9883  0.596